{
  "formula": "C3H7FS2",
  "method": "the ωB97M-V functional and the def2-TZVPD basis",
  "gap_ev": 8.78,
  "de_lowest_kj_mol": 295.71,
  "total_energy_ev": -27609.3367,
  "symbols": ["C", "C", "C", "H", "H", "H", "H", "H", "H", "H", "F", "S", "S"],
  "positions_angstrom": [[-1.11, -0.09, 0.32], [0.04, 0.94, -0.10], [1.44, 0.28, 0.16], [-2.02, -0.69, -1.71], [-0.89, -0.32, 1.33], [-2.09, 0.52, 0.43], [-0.17, 1.72, 0.64], [2.22, 1.19, -0.23], [1.29, 0.28, 1.53], [1.24, -2.50, 0.19], [-0.18, 1.42, -1.37], [-1.64, -1.43, -0.53], [1.87, -1.33, -0.66]]
}